Entry 1:
# C16H20N4OS

An isolated molecule of C16H20N4OS (wB97M-V/def2-TZVPD, the Open Molecules 2025 dataset).

Computed properties:
Highest occupied orbital energy (eV): -7.9579
Energy above the lowest of the compared OMol25 structures with the same formula, charge and spin (kcal per mole): 22.0
Calculated total energy (Ha): -1314.1572
SMILES: CN1CCN(CC(=O)Nc2nc(-c3ccccc3)cs2)CC1
Orbital gap (eV): 8.57
F_max (eV/Å): 1.04

```
! wB97M-V def2-TZVPD RIJCOSX def2/J DEFGRID3
* xyz 0 1
C 4.87 -5.30 0.48
N 4.29 -4.26 1.30
C 4.89 -2.97 1.05
C 4.31 -1.94 2.02
N 2.86 -1.83 1.94
C 2.38 -1.10 0.79
C 0.95 -0.64 0.97
O 0.18 -0.98 1.84
N 0.55 0.23 -0.02
C -0.72 0.75 -0.07
N -1.11 1.57 -0.98
C -2.42 1.93 -0.80
C -3.03 2.86 -1.75
C -2.28 3.33 -2.82
C -2.83 4.20 -3.73
C -4.15 4.62 -3.59
C -4.90 4.16 -2.53
C -4.35 3.28 -1.61
C -3.00 1.36 0.30
S -1.91 0.32 1.14
C 2.28 -3.15 2.12
C 2.85 -4.19 1.15
H 4.43 -6.26 0.75
H 5.95 -5.35 0.67
H 4.72 -5.13 -0.59
H 5.97 -3.04 1.20
H 4.72 -2.64 0.00
H 4.76 -0.96 1.85
H 4.55 -2.25 3.04
H 2.42 -1.67 -0.15
H 3.01 -0.21 0.67
H 1.18 0.53 -0.75
H -1.26 3.00 -2.92
H -2.24 4.56 -4.56
H -4.58 5.30 -4.31
H -5.93 4.48 -2.42
H -4.95 2.93 -0.79
H -4.00 1.47 0.66
H 1.20 -3.08 2.00
H 2.50 -3.46 3.14
H 2.43 -5.17 1.39
H 2.57 -3.95 0.11
*
```

***

Entry 2:
# C16H20NOS

The ion C16H20NOS with charge +1 (wB97M-V/def2-TZVPD, the Open Molecules 2025 dataset).

Computed properties:
Highest occupied orbital energy (eV): -11.1779
Energy above the lowest of the compared OMol25 structures with the same formula, charge and spin (kcal per mole): 7.3
Calculated total energy (Ha): -1149.6344
SMILES: COc1cccc(Sc2ccccc2C[NH+](C)C)c1
Orbital gap (eV): 8.79
F_max (eV/Å): 0.77

```
! wB97M-V def2-TZVPD RIJCOSX def2/J DEFGRID3
* xyz 1 1
C -5.44 -0.31 -1.65
O -5.19 0.07 -0.32
C -3.92 0.14 0.12
C -3.75 0.52 1.46
C -2.50 0.62 2.01
C -1.37 0.34 1.25
C -1.54 -0.02 -0.07
S -0.13 -0.41 -1.10
C 1.00 0.92 -0.69
C 0.52 2.20 -0.53
C 1.39 3.24 -0.23
C 2.74 2.99 -0.10
C 3.23 1.70 -0.26
C 2.37 0.65 -0.56
C 2.92 -0.74 -0.77
N 2.25 -1.72 0.14
C 2.57 -3.11 -0.22
C 2.55 -1.45 1.55
C -2.80 -0.13 -0.65
H -5.01 0.40 -2.36
H -5.07 -1.32 -1.86
H -6.53 -0.30 -1.76
H -4.64 0.73 2.04
H -2.38 0.91 3.04
H -0.38 0.42 1.68
H -0.54 2.40 -0.64
H 1.00 4.24 -0.12
H 3.42 3.79 0.13
H 4.28 1.51 -0.17
H 3.99 -0.76 -0.58
H 2.73 -1.06 -1.80
H 1.22 -1.55 -0.05
H 2.26 -3.31 -1.25
H 2.06 -3.79 0.44
H 3.65 -3.28 -0.14
H 1.95 -2.08 2.19
H 2.34 -0.40 1.78
H 3.61 -1.64 1.75
H -2.88 -0.41 -1.69
*
```

***

Entry 3:
# C16H21Br4F17NO2P2

A cluster of 3 separate species, C16H21Br4F17NO2P2 in total (wB97M-V/def2-TZVPD, the Open Molecules 2025 dataset).

Computed properties:
Highest occupied orbital energy (eV): -4.6452
Calculated total energy (Ha): -13503.9833
Orbital gap (eV): 6.97
F_max (eV/Å): 1.10

```
! wB97M-V def2-TZVPD RIJCOSX def2/J DEFGRID3
* xyz -1 1
N 2.10 -1.11 2.87
P 2.57 -0.54 1.48
C 1.37 0.53 0.60
C 1.12 1.79 1.46
C 0.14 2.78 0.78
C -0.97 3.14 1.72
F -1.66 2.07 2.17
F -0.44 3.75 2.84
C -1.98 4.20 1.20
F -1.25 5.23 0.71
F -2.73 4.68 2.21
C -2.95 3.82 0.04
F -2.23 3.51 -1.05
F -3.63 4.95 -0.24
C -4.03 2.70 0.31
F -4.19 2.52 1.63
F -5.20 3.14 -0.18
C -3.73 1.34 -0.39
F -3.98 1.53 -1.70
F -2.45 1.00 -0.27
C -4.65 0.15 0.09
F -4.92 -0.62 -0.99
F -5.82 0.62 0.54
C -4.01 -0.78 1.17
F -5.04 -1.26 1.92
F -3.22 -0.10 2.00
C -3.25 -2.03 0.61
F -2.54 -1.73 -0.46
F -2.43 -2.47 1.57
F -4.11 -3.00 0.33
C 0.10 -0.36 0.41
O -0.24 -0.47 -0.93
P 0.81 0.42 -2.06
O 1.81 0.90 -0.66
H 1.17 -0.79 3.12
H 3.74 0.24 1.58
H 2.84 -1.57 0.56
H 2.09 2.29 1.57
H 0.80 1.52 2.47
H 0.68 3.70 0.58
H -0.25 2.32 -0.13
H 0.29 -1.38 0.80
H -0.71 0.02 1.06
H 0.07 0.01 -3.21
H 1.68 -0.72 -2.28
H 1.59 1.32 -2.87
H -0.14 1.53 -1.89
Br 1.53 -1.99 -5.31
C 0.98 -3.52 -4.25
C -0.51 -3.70 -4.25
Br -1.38 -2.41 -3.09
H 1.38 -3.36 -3.25
H 1.47 -4.38 -4.71
H -0.77 -4.68 -3.85
H -0.93 -3.58 -5.24
Br 8.35 -1.07 0.73
C 7.77 -2.70 1.63
C 6.28 -2.90 1.55
Br 5.31 -1.72 2.75
H 8.12 -2.63 2.65
H 8.29 -3.51 1.12
H 6.02 -3.91 1.87
H 5.89 -2.71 0.56
*
```

***

Entry 4:
# C16H21BrN4O4

A cluster of 4 separate species, C16H21BrN4O4 in total (wB97M-V/def2-TZVPD, the Open Molecules 2025 dataset).

Computed properties:
Highest occupied orbital energy (eV): -7.8010
Energy above the lowest of the compared OMol25 structures with the same formula, charge and spin (kcal per mole): 73.4
Calculated total energy (Ha): -3716.2286
SMILES: NC(=O)CCOC(=O)OBr.c1cc[nH]c1.c1cc[nH]c1.c1cc[nH]c1
Orbital gap (eV): 6.24
F_max (eV/Å): 0.78

```
! wB97M-V def2-TZVPD RIJCOSX def2/J DEFGRID3
* xyz 0 1
N 3.83 1.41 2.11
C 2.48 1.13 1.95
O 2.12 0.11 1.41
C 1.54 2.20 2.46
C 0.31 2.45 1.59
O -0.70 1.43 1.67
C -1.52 1.54 2.70
O -1.41 2.27 3.64
O -2.58 0.65 2.56
Br -3.93 1.42 1.60
H 4.05 1.99 2.91
H 4.37 0.55 2.13
H 2.08 3.15 2.52
H 1.22 1.92 3.48
H 0.59 2.51 0.54
H -0.12 3.40 1.90
C 5.71 -1.83 -2.20
C 5.25 -2.99 -1.52
C 4.66 -2.58 -0.35
N 4.76 -1.21 -0.30
C 5.39 -0.75 -1.42
H 6.21 -1.79 -3.15
H 5.33 -4.01 -1.85
H 4.18 -3.13 0.44
H 4.40 -0.65 0.45
H 5.56 0.30 -1.56
C -0.88 -3.93 0.40
C 0.14 -2.98 0.14
C -0.37 -1.74 0.42
N -1.66 -1.92 0.85
C -1.98 -3.25 0.84
H -0.81 -5.00 0.28
H 1.14 -3.17 -0.22
H 0.06 -0.76 0.38
H -2.24 -1.16 1.13
H -2.95 -3.59 1.14
C -6.25 1.71 -3.76
C -5.10 0.88 -3.60
C -4.41 1.34 -2.51
N -5.10 2.40 -2.00
C -6.22 2.64 -2.75
H -7.00 1.63 -4.52
H -4.81 0.05 -4.23
H -3.50 0.99 -2.05
H -4.82 2.94 -1.19
H -6.90 3.44 -2.51
*
```